1.
{
  "formula": "C24H41N9O5",
  "method": "ωB97M-V/def2-TZVPD",
  "e_tot_ev": -49199.1058,
  "e_homo_ev": -7.9,
  "smiles": "C=CC[C@H](C#N)[C@](C#N)(CCCNCc1ccccc1O)CCCOC.NC(N)=O.NC(N)=O.NC(N)=O",
  "gap_ev": 8.5,
  "spin_multiplicity": 1,
  "elements": ["C", "C", "C", "C", "C", "N", "C", "C", "N", "C", "C", "C", "N", "C", "C", "C", "C", "C", "C", "C", "O", "C", "C", "C", "O", "C", "H", "H", "H", "H", "H", "H", "H", "H", "H", "H", "H", "H", "H", "H", "H", "H", "H", "H", "H", "H", "H", "H", "H", "H", "H", "H", "H", "H", "H", "N", "C", "N", "O", "H", "H", "H", "H", "N", "C", "N", "O", "H", "H", "H", "H", "N", "C", "N", "O", "H", "H", "H", "H"],
  "positions_angstrom": [[5.9931, 1.9488, 1.4796], [6.1090, 1.3307, 0.2633], [5.4523, 1.7975, -1.0810], [3.8922, 1.5633, -1.1763], [3.0969, 2.0064, 0.0757], [2.6430, 2.5135, 1.0006], [3.4877, 0.0691, -1.5840], [4.1764, -0.3540, -2.9371], [4.6528, -0.6742, -3.9345], [1.9164, -0.0557, -1.8770], [1.4052, 0.9268, -3.0189], [0.3457, 1.9353, -2.3576], [-1.0813, 1.6466, -2.6660], [-1.5320, 0.3505, -2.1564], [-1.9314, 0.2933, -0.6407], [-2.4288, -1.0246, -0.1321], [-2.8474, -1.2701, 1.2487], [-2.7447, -0.1653, 2.2272], [-2.2608, 1.1585, 1.7709], [-1.8785, 1.3802, 0.3414], [-1.4665, 2.6627, -0.0477], [3.9334, -0.9905, -0.4849], [3.4360, -2.4747, -0.7582], [2.2667, -2.7924, 0.2871], [0.9526, -2.6764, -0.2691], [0.6859, -3.6950, -1.2398], [5.9757, 1.2845, 2.3886], [5.8730, 3.0498, 1.6435], [6.7736, 0.4211, 0.2140], [6.0249, 1.3081, -1.9239], [5.6244, 2.9103, -1.1780], [3.5276, 2.2196, -2.0256], [1.4174, 0.0911, -0.8786], [1.6424, -1.1036, -2.2021], [2.2276, 1.5055, -3.5283], [0.9477, 0.2837, -3.8303], [0.5635, 2.9599, -2.7968], [0.5866, 2.0242, -1.2593], [-1.7067, 2.4177, -2.4390], [-2.4633, 0.0769, -2.7471], [-0.8068, -0.4922, -2.3449], [-2.5037, -1.8851, -0.8559], [-3.2391, -2.2671, 1.5872], [-3.0326, -0.2932, 3.3019], [-2.1858, 2.0019, 2.4992], [-1.3441, 3.1425, 0.7974], [3.6206, -0.5816, 0.5123], [5.0661, -1.0203, -0.5301], [4.2852, -3.1718, -0.5310], [3.1149, -2.6026, -1.8246], [2.3360, -2.1572, 1.2156], [2.3703, -3.8668, 0.6541], [1.1229, -3.3681, -2.2296], [-0.4206, -3.8358, -1.4242], [1.1567, -4.6630, -0.9093], [-2.1298, -3.9117, 5.7298], [-3.0531, -3.1126, 5.1234], [-3.3627, -1.9783, 5.8077], [-3.5603, -3.3953, 4.0511], [-1.7000, -3.6994, 6.6104], [-1.8751, -4.7595, 5.2542], [-4.0431, -1.3594, 5.3917], [-2.9554, -1.7310, 6.6899], [0.2539, 3.0034, -7.5292], [-0.4808, 2.8493, -6.3902], [0.2510, 2.7609, -5.2465], [-1.6985, 2.7952, -6.3985], [1.2555, 3.0503, -7.5454], [-0.2521, 3.0724, -8.3947], [-0.2461, 2.6440, -4.3772], [1.2527, 2.8057, -5.2247], [-8.2280, -0.0445, 4.6591], [-7.0872, 0.0937, 5.3848], [-7.2781, 0.3790, 6.7024], [-5.9778, -0.0287, 4.8918], [-9.1493, 0.0518, 5.0431], [-8.1260, -0.2557, 3.6813], [-6.4570, 0.4885, 7.2712], [-8.1811, 0.4834, 7.1260]],
  "forces_ev_per_angstrom": [[-0.01, -0.71, -0.60], [0.02, 0.39, 0.40], [1.41, 0.92, 0.95], [-0.67, -0.49, -0.58], [1.76, -0.21, -1.70], [-0.26, -0.24, 0.01], [-0.33, -1.17, -0.93], [-0.69, 1.00, 1.87], [-0.10, 0.03, 0.22], [0.65, -0.08, -0.31], [-0.95, -0.42, 0.83], [0.55, 1.08, -0.57], [1.69, -0.89, 0.00], [-1.51, -0.11, 0.38], [-0.72, -1.08, 2.50], [-0.01, 1.37, 1.26], [0.81, 2.17, -0.45], [0.81, 1.00, -2.43], [-0.34, -2.39, -1.60], [-0.67, -1.90, 0.88], [-0.26, -0.82, 1.22], [1.01, 0.14, -1.14], [-0.32, 0.86, 1.57], [0.23, -1.37, -0.34], [0.06, -0.30, 0.10], [0.19, 0.13, -0.59], [1.05, 1.01, -0.83], [-0.84, -1.22, -0.37], [-1.59, 0.41, 0.18], [-1.10, 0.45, 0.67], [-0.26, -1.05, 0.04], [0.33, -0.64, 1.07], [0.22, 0.07, -1.05], [0.67, 1.10, 0.56], [-0.67, -0.62, 0.72], [0.29, 0.98, 0.87], [-0.28, -0.99, 0.78], [-0.41, -0.17, -0.95], [0.34, -0.41, 0.24], [1.00, 0.21, 0.69], [-0.44, 1.13, 0.05], [0.15, 1.10, 0.76], [0.54, 1.18, -0.45], [0.28, 0.04, -1.27], [-0.07, -0.76, -0.76], [-0.04, -0.14, -0.78], [0.26, -0.56, -0.84], [-1.28, 0.23, 0.32], [-0.77, 0.61, -0.38], [0.31, -0.04, 1.07], [-0.22, -0.38, -1.20], [0.04, 1.07, -0.42], [-0.30, -0.61, 0.80], [1.19, 0.34, 0.65], [-0.52, 0.74, -0.44], [0.31, -0.46, 0.05], [-0.13, 0.09, -0.13], [-0.27, 0.43, -0.06], [0.07, -0.02, 0.02], [-0.04, 0.02, -0.05], [-0.03, 0.11, 0.05], [-0.10, -0.01, 0.08], [0.02, -0.06, -0.06], [0.08, 0.06, -0.56], [-0.19, -0.02, 0.17], [0.06, 0.18, 0.18], [0.07, 0.03, -0.08], [-0.06, -0.02, 0.04], [0.06, -0.02, 0.11], [-0.20, -0.27, -0.36], [-0.05, 0.01, -0.13], [-0.20, -0.06, -0.41], [0.07, -0.05, -0.08], [0.16, 0.09, 0.44], [0.15, -0.04, 0.10], [0.07, 0.00, 0.01], [0.00, 0.01, 0.11], [-0.11, 0.00, -0.06], [0.04, -0.01, -0.05]],
  "mulliken_charge": [-0.727, -0.111, -0.911, 1.220, -0.348, -0.640, 0.952, -0.326, -0.679, -0.641, -0.795, -1.408, -0.278, -0.907, 0.491, -0.538, -0.743, -0.265, -0.981, 1.346, -0.474, -0.837, -0.528, -0.739, -0.167, -0.768, 0.222, 0.272, 0.370, 0.295, 0.424, 0.406, 0.655, -0.175, 0.606, 0.375, 0.886, 0.414, 0.282, 0.494, 0.089, 0.295, 0.397, 0.181, 0.161, 0.288, 0.537, 0.161, 0.395, 0.334, 0.332, 0.332, 0.259, 0.185, 0.359, -0.400, 0.655, -0.336, -0.635, 0.150, 0.229, 0.235, 0.147, -0.384, 0.490, -0.164, -0.655, 0.164, 0.230, 0.078, 0.197, -0.396, 0.622, -0.390, -0.626, 0.162, 0.226, 0.208, 0.165]
}

2.
{
  "formula": "C4H5FS",
  "method": "ωB97M-V/def2-TZVPD",
  "e_tot_ev": -17779.2173,
  "e_homo_ev": -8.7,
  "smiles": "FC1CC(=S)C1",
  "gap_ev": 8.6,
  "spin_multiplicity": 1,
  "elements": ["F", "C", "C", "C", "S", "C", "H", "H", "H", "H", "H"],
  "positions_angstrom": [[2.5309, 0.0640, -0.3411], [1.5000, -0.1147, 0.4904], [0.4721, 1.0704, 0.0797], [-0.6890, 0.0416, -0.0683], [-2.2973, 0.0065, -0.0398], [0.4037, -1.0994, -0.0065], [1.9733, -0.0762, 1.4770], [0.1411, 2.1223, 0.5396], [0.7091, 1.2666, -0.9160], [1.0097, -1.3703, -0.9459], [0.0242, -2.0093, 0.5815]],
  "forces_ev_per_angstrom": [[1.87, -0.79, -1.54], [-2.64, 2.90, 1.36], [-2.76, 0.77, 2.44], [2.22, -0.71, 0.24], [0.79, 0.15, -0.06], [0.37, -1.08, -0.17], [-0.91, -0.43, 0.19], [1.25, -2.41, -0.40], [0.75, 0.55, -1.82], [-2.00, -0.18, 0.62], [1.06, 1.25, -0.85]],
  "nbo_charge": [-0.354, 0.211, -0.515, -0.064, 0.079, -0.538, 0.191, 0.239, 0.239, 0.262, 0.251]
}

3.
{
  "formula": "H4N2O2P",
  "method": "ωB97M-V/def2-TZVPD",
  "e_tot_ev": -16432.6178,
  "e_homo_ev": -4.8,
  "total_charge": -1,
  "smiles": "NP(N)(=O)[O-]",
  "gap_ev": 9.3,
  "spin_multiplicity": 1,
  "elements": ["N", "P", "N", "O", "O", "H", "H", "H", "H"],
  "positions_angstrom": [[0.1290, 1.1891, 0.0360], [-1.2227, 0.0126, 0.0758], [-0.4867, -1.5480, -0.3245], [-2.2119, 0.2775, -1.0396], [-1.6359, -0.1666, 1.4910], [0.3809, 1.1706, 1.0810], [-0.5961, 1.9607, 0.0326], [0.2664, -2.0394, 0.3301], [0.0000, -1.1896, -1.2111]],
  "forces_ev_per_angstrom": [[-2.11, 0.30, 1.85], [-0.20, -2.37, -0.23], [2.48, 0.59, -0.82], [1.44, 0.37, 0.88], [-0.30, 0.63, 0.75], [-0.24, 0.03, -1.89], [1.43, -0.08, -0.21], [-2.12, 2.05, -1.68], [-0.38, -1.53, 1.35]],
  "nbo_charge": [-1.180, 2.335, -1.219, -1.168, -1.206, 0.365, 0.355, 0.365, 0.354]
}

4.
{
  "formula": "C26H22N3O2SW",
  "method": "ωB97M-V/def2-TZVPD",
  "e_tot_ev": -48542.2461,
  "e_homo_ev": [-10.1, -10.2],
  "total_charge": 1,
  "gap_ev": [6.6, 6.6],
  "spin_multiplicity": 3,
  "elements": ["W", "O", "C", "C", "C", "C", "C", "C", "C", "N", "C", "C", "N", "C", "C", "C", "C", "C", "C", "C", "O", "H", "H", "H", "H", "H", "H", "H", "H", "H", "H", "H", "H", "H", "H", "C", "C", "C", "C", "C", "C", "C", "C", "C", "S", "C", "N", "H", "H", "H", "H", "H", "H", "H", "H"],
  "positions_angstrom": [[0.2190, 0.9003, -0.0148], [-0.1232, 0.9671, 1.8544], [-1.0904, 1.7279, 2.3867], [-1.9584, 1.1938, 3.3307], [-2.9824, 1.9685, 3.8391], [-3.1289, 3.3042, 3.4575], [-2.2485, 3.8558, 2.5599], [-1.2340, 3.0764, 1.9798], [-0.3232, 3.6542, 1.0402], [0.3823, 2.9587, 0.1972], [1.5630, 3.5943, -0.4009], [2.7294, 2.6682, -0.0219], [2.3097, 1.3448, -0.4859], [2.9417, 0.8198, -1.4845], [2.3630, -0.2490, -2.2455], [3.1328, -1.2320, -2.8885], [2.5235, -2.2520, -3.5775], [1.1287, -2.2874, -3.6768], [0.3519, -1.2945, -3.1166], [0.9528, -0.2604, -2.3953], [0.2127, 0.7575, -1.9415], [-1.8293, 0.1634, 3.6337], [-3.6737, 1.5347, 4.5493], [-3.9301, 3.9030, 3.8672], [-2.3446, 4.8938, 2.2636], [-0.1807, 4.7332, 1.0701], [1.7176, 4.6047, -0.0221], [1.4625, 3.6178, -1.4877], [2.8477, 2.6668, 1.0630], [3.6602, 2.9956, -0.4876], [3.9143, 1.2202, -1.7689], [4.2134, -1.1918, -2.8145], [3.1175, -3.0223, -4.0495], [0.6499, -3.0910, -4.2213], [-0.7243, -1.2796, -3.2323], [2.2717, -1.4445, 1.0552], [0.9986, -2.0247, 0.5110], [0.8831, -3.4147, 0.3997], [-0.3114, -3.9798, 0.0611], [-1.4407, -3.1587, -0.1164], [-2.7283, -3.6990, -0.2992], [-3.8068, -2.8664, -0.4082], [-3.6288, -1.4776, -0.3842], [-2.3780, -0.9090, -0.2509], [-2.2183, 0.8400, -0.2980], [-1.2533, -1.7545, -0.0719], [-0.0057, -1.2013, 0.1811], [2.6890, -2.1309, 1.7911], [2.0817, -0.4983, 1.5566], [3.0148, -1.3050, 0.2709], [1.7522, -4.0254, 0.6027], [-0.4124, -5.0538, -0.0351], [-2.8454, -4.7745, -0.3343], [-4.8044, -3.2715, -0.5126], [-4.4794, -0.8150, -0.4773]],
  "forces_ev_per_angstrom": [[-0.97, 0.64, -0.37], [-0.25, -0.12, 1.99], [0.20, 0.37, -0.12], [-0.03, -0.03, 0.18], [0.16, -0.03, -0.05], [-0.08, 0.11, 0.01], [0.06, 0.08, -0.04], [-0.16, -0.26, 0.15], [0.08, -0.25, -0.09], [0.06, 1.34, 0.36], [0.23, -0.13, -0.07], [-0.10, 0.31, 0.03], [0.53, 0.23, -0.32], [-0.12, -0.06, 0.32], [-0.38, -0.22, -0.08], [0.07, 0.09, 0.08], [0.06, -0.13, -0.05], [-0.04, 0.10, 0.08], [0.00, 0.00, -0.10], [0.40, 0.16, -0.70], [0.17, -0.88, -1.17], [0.01, 0.00, -0.03], [0.00, 0.00, 0.00], [0.01, -0.01, 0.02], [-0.01, 0.00, 0.02], [0.02, 0.02, 0.00], [-0.04, 0.00, 0.00], [-0.04, 0.02, 0.01], [0.02, -0.05, 0.00], [0.01, -0.07, -0.02], [0.03, 0.02, 0.00], [0.00, 0.00, 0.01], [0.01, 0.02, 0.01], [0.01, 0.00, -0.01], [0.00, 0.00, 0.00], [-0.07, -0.12, -0.04], [-0.18, 0.57, -0.08], [-0.06, -0.30, -0.03], [0.14, 0.09, 0.03], [0.06, 0.21, 0.01], [-0.12, -0.06, -0.07], [-0.01, -0.09, 0.02], [0.21, 0.12, -0.02], [-0.05, 0.17, -0.10], [0.30, -0.12, 0.12], [-0.12, -0.19, -0.10], [-0.05, -1.57, 0.21], [0.01, -0.01, -0.03], [0.05, 0.07, 0.01], [0.02, 0.03, -0.01], [0.00, 0.02, 0.04], [-0.01, 0.00, 0.04], [0.01, 0.01, 0.02], [0.01, -0.01, -0.03], [-0.03, -0.04, -0.03]],
  "nbo_charge": [1.706, -0.730, 0.466, -0.286, -0.124, -0.238, -0.120, -0.245, 0.228, -0.547, -0.227, -0.233, -0.543, 0.240, -0.253, -0.133, -0.244, -0.149, -0.229, 0.355, -0.717, 0.235, 0.229, 0.232, 0.221, 0.202, 0.217, 0.221, 0.217, 0.216, 0.202, 0.223, 0.232, 0.229, 0.236, -0.655, 0.304, -0.270, -0.066, -0.113, -0.188, -0.182, -0.195, -0.167, -0.103, 0.218, -0.552, 0.248, 0.234, 0.239, 0.236, 0.232, 0.224, 0.231, 0.234]
}

5.
{
  "formula": "C6H15NO",
  "method": "ωB97M-V/def2-TZVPD",
  "e_tot_ev": -9998.2299,
  "e_homo_ev": -7.2,
  "gap_ev": 8.1,
  "spin_multiplicity": 1,
  "elements": ["C", "C", "C", "C", "C", "C", "N", "O", "H", "H", "H", "H", "H", "H", "H", "H", "H", "H", "H", "H", "H", "H", "H"],
  "positions_angstrom": [[-0.0116, -0.2378, -0.4027], [1.8826, -1.2434, 0.6178], [0.0749, -0.5925, 0.9707], [0.7036, 0.9742, -0.9287], [-0.3844, -1.2733, -1.4301], [-2.0962, 1.7642, 0.4618], [-1.7265, 0.3715, 0.4603], [2.8154, -0.2626, 0.9754], [2.6842, -0.0273, 1.9005], [-2.5359, -0.2395, 0.3828], [1.8868, -2.1099, 1.2871], [2.1288, -1.5746, -0.3880], [0.3251, 0.1814, 1.6861], [-0.4190, -1.4935, 1.3071], [0.5046, -1.6496, -1.9444], [-0.8995, -2.1215, -0.9800], [1.1179, 1.5851, -0.1293], [0.0042, 1.5885, -1.4976], [1.5191, 0.6803, -1.5928], [-1.0301, -0.8205, -2.1826], [-2.8244, 2.0108, 1.2488], [-1.2088, 2.3717, 0.6758], [-2.5109, 2.1184, -0.4982]],
  "forces_ev_per_angstrom": [[-3.80, 1.34, 0.60], [-1.70, -0.07, 1.73], [5.44, -2.08, -0.83], [-0.21, 0.11, 0.20], [-0.03, 0.06, 0.09], [0.03, 0.12, -0.42], [0.26, 0.19, -0.65], [0.27, 0.25, 0.13], [0.03, -0.07, -0.13], [0.09, 0.00, -0.54], [0.38, -0.07, -0.07], [-0.32, 0.16, -0.10], [-0.24, -0.08, -0.02], [-0.22, 0.26, 0.05], [0.02, 0.05, 0.04], [-0.03, 0.06, 0.00], [0.00, -0.07, -0.01], [0.02, -0.06, -0.10], [-0.02, -0.05, 0.03], [0.02, -0.04, 0.01], [0.05, -0.15, -0.11], [-0.03, 0.01, -0.03], [0.01, 0.13, 0.12]],
  "nbo_charge": [0.318, -0.133, -0.348, -0.689, -0.674, -0.418, -0.784, -0.727, 0.466, 0.342, 0.152, 0.166, 0.218, 0.221, 0.219, 0.220, 0.232, 0.237, 0.231, 0.235, 0.190, 0.173, 0.154]
}

6.
{
  "formula": "C5H10N",
  "method": "ωB97M-V/def2-TZVPD",
  "e_tot_ev": -6827.2156,
  "e_homo_ev": -13.5,
  "total_charge": 1,
  "smiles": "C[C@H]1C=C1C[NH3+]",
  "gap_ev": 9.5,
  "spin_multiplicity": 1,
  "elements": ["C", "C", "C", "C", "C", "N", "H", "H", "H", "H", "H", "H", "H", "H", "H", "H"],
  "positions_angstrom": [[1.8579, -0.6589, -1.4193], [0.7133, 0.3037, -1.1987], [-0.7025, -0.1085, -1.6144], [-0.4504, -0.0488, -0.3473], [-1.2143, -0.3217, 1.2173], [-0.8699, 0.8322, 2.0773], [1.8261, -1.0366, -2.4416], [1.7922, -1.5157, -0.7495], [2.8160, -0.1687, -1.2739], [0.9799, 1.3548, -1.3009], [-1.3418, -0.3296, -2.4326], [-0.7821, -1.2393, 1.6071], [-2.2773, -0.4070, 1.0353], [-1.3159, 1.6907, 1.7205], [0.1499, 0.9761, 2.0746], [-1.1810, 0.6773, 3.0462]],
  "forces_ev_per_angstrom": [[-0.03, -0.04, -0.06], [0.28, 0.04, -0.19], [0.57, 0.28, 1.24], [-2.71, -0.59, 3.04], [2.19, -0.06, -4.27], [-0.08, 0.29, 0.28], [0.10, -0.02, -0.02], [0.02, -0.04, 0.00], [0.12, -0.01, 0.05], [-0.08, -0.01, -0.05], [-0.26, -0.10, -0.42], [-0.09, 0.15, 0.23], [-0.07, 0.15, 0.19], [0.22, -0.26, 0.16], [-0.30, 0.02, 0.03], [0.13, 0.18, -0.21]],
  "nbo_charge": [-0.641, -0.208, -0.137, -0.062, -0.251, -0.674, 0.231, 0.212, 0.228, 0.195, 0.252, 0.247, 0.251, 0.453, 0.454, 0.450]
}